Computed, not measured: C6H8N2 as an isolated structure, with wB97M-V/def2-TZVPD.

The geometry in XYZ format:
```
16
Properties=species:S:1:pos:R:3
N 0.593 1.130 1.817
N 0.667 1.886 0.573
C 1.072 -1.373 1.244
C 0.714 -0.024 0.969
C 1.017 -2.058 2.424
C 0.518 0.682 -0.167
C -1.445 1.892 -2.971
C -0.896 0.825 -2.503
H -1.892 1.975 -3.912
H -0.853 -0.204 -2.572
H -1.435 2.885 -2.545
H 0.575 -1.830 3.405
H 1.535 -1.685 0.305
H 1.460 -2.987 2.609
H -0.001 2.663 0.475
H 1.242 1.331 2.598
```

## Properties
HOMO-LUMO gap (spin up / spin down) ... 6.30 / 5.89 eV
Highest occupied orbital energy (spin up / spin down) ... -7.37 / -7.29 eV
Relative energy (zero: lowest compared OMol25 entry of this formula, charge and spin) ... 220.14 kcal per mole

Atomic partial charges in e from the Löwdin method, atoms 1 to 6: 0.0210, -0.0664, -0.1470, -0.3827, 0.0045, -0.0031


Computed, not measured: C6H8N2 as an isolated structure, with wB97M-V/def2-TZVPD.

The geometry in XYZ format:
```
16
Properties=species:S:1:pos:R:3
N -2.520 -0.905 -0.308
N -1.315 -0.330 0.000
C -1.197 1.049 0.024
C -0.255 0.079 -0.676
C 2.335 -0.146 0.034
C 1.153 -0.154 -0.316
C -3.567 -0.445 0.375
C 3.719 -0.417 0.159
H 3.781 -1.722 0.075
H 4.620 0.123 -0.444
H -0.251 0.312 -1.784
H 3.932 -0.038 1.498
H -4.426 -1.038 0.050
H -0.717 1.686 0.808
H -1.745 1.572 -0.708
H -3.546 0.375 1.214
```

## Properties
HOMO-LUMO gap ... 9.62 eV
Highest occupied orbital energy ... -8.77 eV
Relative energy (zero: lowest compared OMol25 entry of this formula, charge and spin) ... 171.14 kcal per mole

Atomic partial charges in e from the Löwdin method, atoms 1 to 6: 0.0064, -0.1590, -0.0966, -0.3227, -0.2035, 0.0456


Computed, not measured: one molecule with the formula C6H8N2, with wB97M-V/def2-TZVPD.

The geometry in XYZ format:
```
16
Properties=species:S:1:pos:R:3
N 0.375 2.104 0.639
N 3.656 -0.260 0.320
C 0.323 -1.519 0.167
C -1.012 -0.918 0.607
C 2.538 -0.258 0.063
C 0.215 0.906 0.005
C 1.149 -0.284 -0.195
C 0.584 0.527 -1.362
H -1.182 -0.820 1.664
H -0.115 0.040 -2.027
H -0.233 2.848 0.327
H 0.215 -2.178 -0.698
H 0.501 2.067 1.639
H 1.280 1.185 -1.869
H 0.799 -2.085 0.972
H -1.874 -1.059 -0.018
```

## Properties
HOMO-LUMO gap (spin up / spin down) ... 8.38 / 8.38 eV
Highest occupied orbital energy (spin up / spin down) ... -7.74 / -7.74 eV
Relative energy (zero: lowest compared OMol25 entry of this formula, charge and spin) ... 87.37 kcal per mole

Atomic partial charges in e from the Löwdin method, atoms 1 to 6: 0.1159, 0.1547, -0.1911, 0.0281, -0.1836, -0.2550


Computed, not measured: a 2-piece molecular cluster, C6H8N2O overall, with wB97M-V/def2-TZVPD.

The geometry in XYZ format:
```
17
Properties=species:S:1:pos:R:3
O 0.307 -1.807 -0.317
N 0.585 0.777 -1.102
N 0.201 2.024 0.678
C -0.338 1.624 -0.435
C 1.730 0.709 -0.336
C 1.439 1.646 0.684
C -0.763 -1.277 0.368
C -1.021 -1.900 -0.922
C -1.005 -0.660 1.535
H 0.374 -0.031 -1.797
H -1.211 -2.885 -0.966
H -2.020 -0.379 1.806
H 1.943 1.908 1.640
H 2.512 0.016 -0.523
H -1.369 1.796 -0.640
H -0.161 -0.322 2.085
H -1.204 -1.237 -1.757
```

## Properties
HOMO-LUMO gap ... 9.06 eV
SMILES ... c1c[nH]cn1.C=C1CO1
Highest occupied orbital energy ... -8.29 eV
Relative energy (zero: lowest compared OMol25 entry of this formula, charge and spin) ... 86.26 kcal per mole

Atomic partial charges in e from the Löwdin method, atoms 1 to 6: -0.0311, 0.0230, 0.0098, -0.1954, -0.0855, -0.2166


Computed, not measured: one molecule with the formula C6H8N2O, with wB97M-V/def2-TZVPD.

The geometry in XYZ format:
```
17
Properties=species:S:1:pos:R:3
O -2.499 0.455 -1.303
N 0.513 0.016 1.465
N 0.378 -0.673 -1.478
C -1.643 0.343 -0.423
C -0.796 -0.277 1.766
C -0.214 0.529 -0.879
C 0.951 0.538 0.185
C -1.866 0.020 0.955
C 1.669 -0.451 -0.801
H 2.490 0.070 -1.354
H 0.449 -0.669 -2.477
H -2.896 -0.189 1.195
H -1.021 -0.862 2.713
H 1.435 1.548 0.221
H 1.229 -0.442 2.040
H -0.182 1.436 -1.497
H 2.005 -1.392 -0.329
```

## Properties
HOMO-LUMO gap ... 9.17 eV
SMILES ... O=C1C=CN[C@H]2CN[C@@H]12
Highest occupied orbital energy ... -8.47 eV
Relative energy (zero: lowest compared OMol25 entry of this formula, charge and spin) ... 37.45 kcal per mole

Atomic partial charges in e from the Löwdin method, atoms 1 to 6: 0.0475, 0.0247, 0.0166, -0.4016, -0.0868, -0.2173


Computed, not measured: one molecule with the formula C6H8N2O, with wB97M-V/def2-TZVPD.

The geometry in XYZ format:
```
17
Properties=species:S:1:pos:R:3
O 1.590 1.173 -1.407
N -0.635 1.201 1.076
N -0.882 -0.676 -0.207
C -0.075 0.315 0.134
C -1.992 -0.509 0.477
C -1.871 0.486 1.302
C -0.497 -1.745 -1.151
C 1.379 0.550 -0.327
C 2.493 -0.146 0.491
H -2.815 -1.286 0.395
H 0.191 -1.260 -1.985
H -2.696 1.005 1.985
H 2.195 -1.273 0.483
H 3.291 0.127 -0.010
H 0.068 -2.404 -0.858
H 2.553 0.489 1.227
H -1.508 -2.162 -1.624
```

## Properties
HOMO-LUMO gap ... 9.68 eV
SMILES ... CC(=O)c1nccn1C
Highest occupied orbital energy ... -9.08 eV
Relative energy (zero: lowest compared OMol25 entry of this formula, charge and spin) ... 84.15 kcal per mole

Atomic partial charges in e from the Löwdin method, atoms 1 to 6: 0.0531, 0.1216, -0.0945, -0.2601, -0.1848, -0.1638


Computed, not measured: one molecule with the formula C6H8N2O, with wB97M-V/def2-TZVPD.

The geometry in XYZ format:
```
17
Properties=species:S:1:pos:R:3
O 0.518 0.796 1.169
N -2.573 0.380 -0.263
N -1.257 0.489 -0.213
C 1.129 0.394 -0.121
C -0.827 0.749 1.054
C -1.967 0.892 1.818
C 1.472 -1.027 -0.121
C -0.361 0.652 -1.250
C -3.021 0.619 0.944
H 1.866 -1.404 -1.149
H 2.125 -1.380 0.675
H -4.038 0.580 1.102
H 0.532 -1.524 0.094
H -0.624 0.054 -2.103
H -0.498 1.674 -1.640
H 1.880 1.162 -0.179
H -2.000 0.860 2.835
```

## Properties
HOMO-LUMO gap ... 9.38 eV
SMILES ... C[C@H]1Cn2nccc2O1
Highest occupied orbital energy ... -8.46 eV
Relative energy (zero: lowest compared OMol25 entry of this formula, charge and spin) ... 61.16 kcal per mole

Atomic partial charges in e from the Löwdin method, atoms 1 to 6: 0.0030, 0.0679, -0.1784, -0.1769, -0.2816, 0.0030


Computed, not measured: C6H8N2O as an isolated structure, with wB97M-V/def2-TZVPD.

The geometry in XYZ format:
```
17
Properties=species:S:1:pos:R:3
O 1.773 -1.288 -1.762
N -1.708 0.334 -0.682
N -1.776 1.638 -1.061
C -0.333 -0.109 2.053
C -0.752 0.132 0.056
C -0.299 -1.028 0.758
C 1.762 -0.529 -0.707
C 1.156 -0.478 0.592
C 0.489 0.804 0.847
H 2.344 0.560 -0.575
H -1.331 0.545 2.336
H 1.776 -1.009 1.359
H 0.197 -0.418 2.829
H 0.591 2.001 0.784
H -2.183 1.628 -2.436
H -0.874 -1.964 0.706
H -2.454 2.397 -0.299
```

## Properties
HOMO-LUMO gap ... 8.83 eV
Highest occupied orbital energy ... -8.33 eV
Relative energy (zero: lowest compared OMol25 entry of this formula, charge and spin) ... 226.71 kcal per mole

Atomic partial charges in e from the Löwdin method, atoms 1 to 6: 0.0157, -0.0698, -0.1513, -0.0040, -0.3794, -0.1286


Computed, not measured: a 2-piece molecular cluster, C6H8N2O2 overall, with wB97M-V/def2-TZVPD.

The geometry in XYZ format:
```
18
Properties=species:S:1:pos:R:3
O 1.167 -2.392 1.343
O 0.270 1.377 -0.968
N 0.560 -0.461 0.320
N 2.300 -0.494 1.681
C 0.980 0.873 -0.185
C 2.063 1.466 0.495
C 1.201 -1.151 1.153
C -3.452 -0.338 -2.210
C 2.694 0.757 1.484
C -3.451 -0.060 -0.842
H 3.140 -1.144 2.084
H -3.623 -0.980 -0.291
H 3.531 1.085 2.048
H -0.007 -1.012 -0.230
H -3.136 0.530 -2.867
H 2.640 2.398 -0.074
H -3.076 0.749 -0.254
H -3.800 -1.202 -2.685
```

## Properties
HOMO-LUMO gap ... 9.58 eV
SMILES ... O=c1cc[nH]c(=O)[nH]1.C=C
Highest occupied orbital energy ... -9.33 eV
Relative energy (zero: lowest compared OMol25 entry of this formula, charge and spin) ... 62.99 kcal per mole

Atomic partial charges in e from the Löwdin method, atoms 1 to 6: 0.0228, 0.1136, 0.2317, 0.0858, -0.4578, -0.0166


Computed, not measured: a 2-piece molecular cluster, C6H8N2O2 overall, with wB97M-V/def2-TZVPD.

The geometry in XYZ format:
```
18
Properties=species:S:1:pos:R:3
O 3.974 -0.361 0.407
O 2.077 -1.478 -0.075
N -0.538 -1.184 -0.170
N -1.575 0.813 0.094
C 2.047 0.852 0.045
C -0.451 0.033 0.137
C -2.570 -0.172 0.289
C -1.996 -1.440 -0.248
C 2.340 2.032 -0.348
C 2.751 -0.402 0.140
H -2.901 -0.227 1.311
H 1.080 -1.428 -0.087
H -2.225 -1.522 -1.302
H 1.649 2.823 -0.697
H -2.148 -2.254 0.542
H -3.452 0.026 -0.192
H 3.382 2.266 -0.430
H -1.444 1.623 0.584
```

## Properties
HOMO-LUMO gap (spin up / spin down) ... 8.01 / 8.75 eV
Highest occupied orbital energy (spin up / spin down) ... -8.93 / -9.35 eV
Relative energy (zero: lowest compared OMol25 entry of this formula, charge and spin) ... 137.43 kcal per mole

Atomic partial charges in e from the Löwdin method, atoms 1 to 6: 0.0758, 0.1227, 0.0046, 0.0467, 0.0452, -0.1360


Computed, not measured: one molecule with the formula C6H8N2O2, with wB97M-V/def2-TZVPD.

The geometry in XYZ format:
```
18
Properties=species:S:1:pos:R:3
O 1.843 0.880 -2.878
O -0.067 0.327 -1.712
N -1.009 -0.080 0.355
N 3.886 -1.522 -0.131
C -1.403 -0.871 1.485
C 3.023 -0.754 -0.348
C 1.808 0.012 -0.519
C 1.351 0.450 -1.846
C -0.184 -0.500 -0.546
C -1.482 1.278 0.381
H -1.130 -2.016 1.121
H -2.547 1.107 0.307
H -1.112 1.815 -0.493
H -2.556 -0.854 1.613
H -1.243 1.777 1.394
H 1.844 0.946 0.103
H -0.895 -0.517 2.462
H -0.128 -1.480 -0.746
```

## Properties
HOMO-LUMO gap ... 9.01 eV
Highest occupied orbital energy ... -8.74 eV
Relative energy (zero: lowest compared OMol25 entry of this formula, charge and spin) ... 86.87 kcal per mole

Atomic partial charges in e from the Löwdin method, atoms 1 to 6: 0.1212, 0.0143, -0.2366, 0.1180, -0.0515, -0.2233


Computed, not measured: one molecule with the formula C6H8N2O2, with wB97M-V/def2-TZVPD.

The geometry in XYZ format:
```
18
Properties=species:S:1:pos:R:3
O 4.604 0.409 -0.163
O -1.661 0.879 1.111
N -1.695 0.856 -1.125
N 2.670 1.556 0.049
C -0.951 0.681 -0.114
C 0.510 0.538 -0.077
C 1.170 -0.822 -0.069
C 1.287 1.634 -0.005
C 2.559 -0.751 -0.703
C 3.386 0.423 -0.234
H 2.463 -0.627 -1.795
H -2.658 1.087 -0.697
H 0.870 2.636 0.077
H 1.251 -1.192 0.968
H 3.201 2.397 0.246
H 0.577 -1.561 -0.625
H -1.041 1.010 1.838
H 3.132 -1.668 -0.529
```

## Properties
HOMO-LUMO gap ... 9.58 eV
SMILES ... [H]/N=C(\O)C1=CNC(=O)CC1
Highest occupied orbital energy ... -9.12 eV
Relative energy (zero: lowest compared OMol25 entry of this formula, charge and spin) ... 16.01 kcal per mole

Atomic partial charges in e from the Löwdin method, atoms 1 to 6: 0.0671, 0.0034, 0.1449, 0.1027, -0.4258, -0.1864


Quick rundown of electronic energy, same order as above: -9322.16148, -9324.28636, -9327.91903, -11375.60618, -11377.72290, -11375.69777, -11376.69466, -11369.51595, -13424.64161, -13421.41381, -13423.60616, -13426.67908 eV